This record from the OMol25 dataset describes a structure of composition C39H56N11S2Sm. The level of theory is ωB97M-V/def2-TZVPD.

ORCA input file:
```
! wB97M-V def2-TZVPD RIJCOSX def2/J DEFGRID3
* xyz 2 6
Sm 0.929 1.451 -0.152
C 3.078 2.533 2.878
C 3.260 3.505 1.692
N 3.356 2.800 0.410
C 4.621 2.055 0.256
C 4.427 0.684 -0.402
N 3.204 -0.008 0.033
C 3.362 -0.784 1.270
C 3.456 0.118 2.500
N 2.492 1.241 2.477
H 2.435 3.022 3.612
H 4.036 2.376 3.377
H 4.140 4.127 1.887
H 2.392 4.162 1.628
H 3.331 3.502 -0.322
H 5.083 1.946 1.235
H 5.333 2.614 -0.355
H 5.315 0.077 -0.196
H 4.358 0.820 -1.480
H 2.983 -0.679 -0.698
H 4.268 -1.400 1.244
H 2.506 -1.454 1.357
H 4.468 0.513 2.567
H 3.306 -0.500 3.389
H 1.770 1.012 3.145
N -0.053 3.188 1.908
C -0.417 4.626 1.891
C -0.974 4.995 0.526
C 0.111 4.931 -0.553
C -0.421 4.449 -1.893
N -0.787 3.019 -1.792
H -0.934 2.678 1.808
H 0.313 2.981 2.831
H 0.469 5.231 2.100
H -1.153 4.851 2.668
H -1.405 5.996 0.566
H -1.780 4.297 0.289
H 0.881 4.212 -0.246
H 0.580 5.909 -0.669
H 0.362 4.542 -2.646
H -1.265 5.069 -2.205
H -0.780 2.615 -2.723
H -1.745 2.931 -1.459
C -5.109 -1.182 -0.385
C -4.398 -2.534 -0.543
C -3.885 -3.017 0.821
C -5.435 -3.548 -1.035
C -3.213 -2.388 -1.498
C -3.122 -3.136 -2.680
C -2.082 -2.956 -3.571
C -1.107 -2.018 -3.271
S 0.250 -1.533 -4.225
C 0.727 -0.439 -2.961
N -0.069 -0.408 -1.916
C -1.136 -1.289 -2.073
C -2.201 -1.484 -1.196
C 1.870 0.446 -3.176
C 2.745 0.164 -4.234
C 3.729 1.068 -4.583
C 3.792 2.281 -3.911
C 2.945 2.525 -2.838
C 1.974 1.619 -2.387
H -5.868 -1.252 0.398
H -5.610 -0.903 -1.313
H -4.416 -0.379 -0.130
H -4.716 -3.107 1.524
H -3.140 -2.333 1.239
H -3.416 -3.997 0.718
H -6.240 -3.624 -0.303
H -5.001 -4.542 -1.153
H -5.880 -3.238 -1.981
H -3.890 -3.853 -2.931
H -2.039 -3.513 -4.498
H -2.236 -0.884 -0.296
H 2.664 -0.775 -4.770
H 4.415 0.843 -5.387
H 4.519 3.024 -4.211
H 3.034 3.496 -2.351
N -4.462 2.652 2.291
C -3.796 1.545 1.942
N -4.005 0.436 2.664
S -2.684 1.575 0.679
H -5.224 2.630 2.952
H -4.385 3.459 1.697
H -4.772 0.385 3.318
H -3.649 -0.437 2.311
C -0.898 -0.916 3.803
C -0.443 0.007 2.891
N -0.027 -0.308 1.661
C -0.050 -1.606 1.306
C -0.508 -2.629 2.157
C -0.947 -2.242 3.426
C -0.640 -4.067 1.875
C -0.227 -4.942 0.945
C 0.691 -4.957 -0.201
C 0.527 -6.003 -1.111
C 1.437 -6.111 -2.145
N 2.473 -5.286 -2.247
C 2.560 -4.341 -1.328
N 1.718 -4.105 -0.330
H -1.214 -0.600 4.788
H -0.436 1.056 3.158
H 0.314 -1.854 0.322
H -1.305 -2.991 4.121
H -1.257 -4.531 2.637
H -0.644 -5.934 1.083
H -0.284 -6.709 -0.999
H 1.355 -6.880 -2.905
H 3.422 -3.684 -1.406
*
```

The relative energy (zero: lowest compared OMol25 entry of this formula, charge and spin) comes out at 12.22 kcal/mol. The calculation puts the LUMO energy (alpha / beta) at -5.606 / -4.979 eV. The calculation puts the max |F| at 0.9 eV Å⁻¹.

=====

This record from the OMol25 dataset describes the ion C7H16N3 with charge +1 at a distorted geometry. The level of theory is ωB97M-V/def2-TZVPD.

ORCA input file:
```
! wB97M-V def2-TZVPD RIJCOSX def2/J DEFGRID3
* xyz 1 1
H -1.858 -0.498 -2.973
N -1.166 -0.622 -2.184
C -0.483 0.445 -1.871
C -0.037 1.601 -2.685
N 0.253 0.627 -0.686
C -0.106 0.228 0.622
C -1.617 0.243 0.870
C 0.536 1.156 1.734
N 0.446 -1.185 0.816
C 0.060 -2.160 0.135
C 1.481 -1.551 1.760
H 0.896 1.475 -3.122
H -0.242 2.476 -2.130
H -0.655 1.498 -3.584
H 0.831 1.504 -0.846
H -2.112 -0.218 0.038
H -1.742 1.417 0.896
H -1.910 -0.305 1.724
H 0.260 0.812 2.695
H 0.207 2.200 1.601
H 1.641 1.082 1.559
H -0.842 -2.227 -0.606
H 0.572 -3.143 0.358
H 2.468 -1.401 1.143
H 1.596 -0.908 2.606
H 1.524 -2.544 2.132
*
```

The relative energy (zero: lowest compared OMol25 entry of this formula, charge and spin) comes out at 74.53 kcal/mol. Its SMILES is [H]/N=C(\C)NC(C)(C)[N+](=C)C. The calculation puts the LUMO energy at -4.000 eV. The calculation puts the max |F| at 4.7 eV Å⁻¹.

=====

The highest max |F| belongs to which entry?
C7H16N3